No. 1
{
  "formula": "C3H6BrCl",
  "method": "ωB97M-V with the def2-TZVPD basis set",
  "homo_energy_ha": -0.345,
  "de_lowest_kcal_mol": 47.50,
  "largest_force_ev_per_a": 3.8,
  "total_energy_ha": -3151.96775,
  "symbols": ["C", "C", "C", "Cl", "Br", "H", "H", "H", "H", "H", "H"],
  "coordinates": [[-0.21, 1.04, 0.44], [-0.21, -0.19, -0.46], [0.95, -3.79, 0.60], [2.57, -3.84, 1.10], [0.52, -5.10, -0.61], [0.13, 1.86, -0.21], [0.17, 0.86, 1.50], [-1.21, 1.30, 0.53], [-0.83, 0.19, -1.27], [0.79, -0.30, -0.78], [-0.64, -1.03, -0.11]],
  "mulliken_charge": [-0.8526, -0.8721, 0.0082, -0.0294, 0.0129, 0.2686, 0.2777, 0.2945, 0.2860, 0.2456, 0.3606]
}

***

No. 2
{
  "formula": "C29H36BBiN8O2",
  "method": "ωB97M-V with the def2-TZVPD basis set",
  "homo_energy_ha": -0.292,
  "largest_force_ev_per_a": 0.4,
  "total_energy_ha": -1954.74115,
  "symbols": ["Bi", "C", "C", "C", "C", "C", "C", "N", "C", "C", "C", "C", "C", "N", "C", "C", "C", "C", "C", "C", "N", "H", "H", "H", "H", "H", "H", "H", "H", "H", "H", "H", "H", "H", "H", "H", "B", "N", "C", "C", "C", "N", "N", "C", "C", "C", "N", "H", "H", "H", "H", "H", "H", "H", "H", "N", "C", "C", "O", "O", "H", "H", "H", "H", "C", "C", "C", "C", "H", "H", "H", "H", "H", "H", "H", "H", "H"],
  "coordinates": [[0.23, -0.35, 0.51], [-3.47, 1.62, 2.92], [-2.18, 2.38, 2.92], [-1.71, 2.98, 4.08], [-0.49, 3.64, 4.05], [0.21, 3.69, 2.85], [-0.36, 3.12, 1.72], [-1.52, 2.46, 1.76], [0.30, 3.29, 0.38], [1.22, 4.32, 0.21], [1.79, 4.51, -1.03], [1.41, 3.69, -2.07], [0.49, 2.67, -1.84], [-0.03, 2.46, -0.63], [0.07, 1.76, -2.97], [0.77, 1.75, -4.17], [0.41, 0.85, -5.15], [-0.65, 0.00, -4.93], [-1.33, 0.08, -3.71], [-2.50, -0.82, -3.46], [-0.97, 0.94, -2.75], [-3.87, 1.52, 3.93], [-3.33, 0.63, 2.49], [-4.20, 2.14, 2.30], [-2.27, 2.92, 5.00], [-0.07, 4.08, 4.94], [1.18, 4.15, 2.83], [1.47, 4.98, 1.02], [2.50, 5.30, -1.19], [1.83, 3.86, -3.05], [1.60, 2.41, -4.35], [0.96, 0.81, -6.09], [-0.95, -0.73, -5.67], [-2.92, -1.18, -4.41], [-3.27, -0.31, -2.89], [-2.19, -1.69, -2.88], [-1.61, -3.79, -0.14], [-0.23, -3.68, 0.61], [0.47, -4.78, 0.91], [1.63, -4.42, 1.58], [1.58, -3.03, 1.63], [0.45, -2.60, 1.04], [-2.41, -2.46, -0.08], [-3.74, -2.36, -0.07], [-4.08, -1.02, -0.25], [-2.86, -0.36, -0.36], [-1.86, -1.25, -0.28], [-2.27, -4.63, 0.43], [-1.39, -4.09, -1.30], [0.08, -5.75, 0.65], [2.41, -5.06, 1.95], [2.27, -2.32, 2.06], [-4.36, -3.23, 0.05], [-5.07, -0.60, -0.28], [-2.62, 0.68, -0.49], [-0.31, -0.91, 3.39], [0.53, 0.12, 3.99], [1.84, 0.40, 3.23], [2.67, 1.08, 3.82], [1.98, -0.08, 2.03], [-1.22, -0.94, 3.83], [0.11, -1.83, 3.50], [0.82, -0.07, 5.02], [-0.03, 1.06, 3.99], [3.92, -0.93, -0.59], [2.79, -1.69, -1.30], [3.22, -2.02, -2.74], [1.48, -0.90, -1.35], [4.77, -1.60, -0.41], [3.61, -0.52, 0.36], [4.27, -0.11, -1.22], [2.61, -2.63, -0.79], [3.42, -1.09, -3.29], [2.45, -2.57, -3.27], [4.14, -2.61, -2.73], [0.75, -1.44, -1.97], [1.66, 0.06, -1.84]],
  "mulliken_charge": [1.9299, -1.2238, 0.8803, -0.6729, -0.8392, -0.6777, 0.6671, -0.1529, 0.8476, -0.8736, -1.0206, -0.9709, 0.8651, 0.0740, 0.5001, -0.5683, -0.8287, -0.7568, 0.9046, -1.2184, 0.0398, 0.4057, 0.0956, 0.3350, 0.3575, 0.3929, 0.3209, 0.3197, 0.4300, 0.3166, 0.3276, 0.4230, 0.4205, 0.5182, 0.2740, 0.0501, 0.1342, -0.4147, -0.3791, -1.0427, -0.4467, 0.6825, -0.4753, -0.4059, -1.1462, -0.4507, 0.6788, -0.1604, -0.1304, 0.4172, 0.4558, 0.4649, 0.4836, 0.4649, 0.4846, -0.4666, 0.1564, 0.3602, -0.7302, -0.6873, 0.1937, 0.1828, 0.4103, -0.3720, -1.6109, 1.2984, -1.7142, -1.0689, 0.4094, 0.2056, 0.3600, 0.0539, 0.3108, 0.4057, 0.4481, 0.4335, 0.3145]
}

***

No. 3
{
  "formula": "C43H56CoN5O4SSe",
  "method": "ωB97M-V with the def2-TZVPD basis set",
  "homo_energy_ha": [-0.254, -0.251],
  "s_squared": 6.04,
  "de_lowest_kcal_mol": 0.00,
  "largest_force_ev_per_a": 3.8,
  "total_energy_ha": -6429.24312,
  "multiplicity": 5,
  "symbols": ["Co", "C", "C", "C", "C", "C", "C", "C", "Se", "C", "C", "C", "C", "C", "C", "O", "C", "C", "C", "C", "C", "C", "C", "C", "C", "O", "C", "C", "C", "C", "C", "C", "H", "H", "H", "H", "H", "H", "H", "H", "H", "H", "H", "H", "H", "H", "H", "H", "H", "H", "H", "H", "H", "H", "H", "H", "H", "H", "H", "H", "H", "H", "H", "H", "H", "H", "H", "H", "H", "H", "H", "H", "S", "C", "N", "N", "C", "C", "C", "C", "C", "C", "N", "N", "C", "C", "C", "C", "C", "C", "H", "H", "H", "H", "H", "H", "H", "H", "H", "H", "H", "N", "C", "C", "O", "O", "H", "H", "H", "H", "H"],
  "coordinates": [[1.58, -0.80, -0.57], [-2.38, 5.27, 1.17], [-3.13, 4.37, 0.19], [-4.47, 3.98, 0.83], [-3.40, 5.16, -1.10], [-2.33, 3.10, -0.15], [-1.02, 2.91, 0.24], [-0.35, 1.72, -0.06], [1.41, 1.50, 0.66], [0.95, 0.56, 2.29], [0.56, 1.32, 3.39], [0.22, 0.70, 4.58], [0.34, -0.69, 4.61], [0.74, -1.49, 3.53], [1.02, -0.85, 2.30], [1.35, -1.52, 1.20], [0.82, -3.02, 3.79], [-0.58, -3.55, 4.15], [1.77, -3.27, 4.98], [1.34, -3.87, 2.62], [-0.25, 1.46, 5.83], [0.74, 1.20, 6.98], [-1.65, 0.97, 6.23], [-0.32, 2.96, 5.59], [-0.95, 0.66, -0.78], [-0.30, -0.49, -1.02], [-2.29, 0.87, -1.22], [-2.92, 2.07, -0.89], [-3.07, -0.20, -2.00], [-4.45, 0.29, -2.45], [-2.31, -0.61, -3.27], [-3.26, -1.43, -1.09], [-3.01, 6.11, 1.46], [-1.46, 5.68, 0.72], [-2.10, 4.72, 2.08], [-5.00, 4.87, 1.19], [-4.30, 3.31, 1.69], [-5.13, 3.46, 0.12], [-3.95, 6.09, -0.89], [-3.99, 4.57, -1.81], [-2.45, 5.42, -1.59], [-0.48, 3.67, 0.79], [0.51, 2.40, 3.28], [0.09, -1.20, 5.54], [-1.02, -3.00, 4.99], [-0.53, -4.61, 4.42], [-1.26, -3.44, 3.29], [1.37, -2.87, 5.92], [2.74, -2.81, 4.80], [1.91, -4.35, 5.12], [0.72, -3.75, 1.73], [1.33, -4.92, 2.92], [2.36, -3.59, 2.35], [0.79, 0.13, 7.24], [0.43, 1.75, 7.88], [1.74, 1.53, 6.70], [-1.63, -0.09, 6.53], [-2.35, 1.08, 5.40], [-2.02, 1.55, 7.08], [0.66, 3.37, 5.30], [-0.63, 3.47, 6.51], [-1.04, 3.21, 4.80], [-3.94, 2.22, -1.22], [-4.37, 1.20, -3.06], [-5.10, 0.49, -1.60], [-4.92, -0.48, -3.06], [-2.13, 0.26, -3.90], [-2.91, -1.33, -3.83], [-1.36, -1.07, -3.02], [-3.84, -1.16, -0.20], [-2.30, -1.83, -0.78], [-3.81, -2.22, -1.63], [2.12, -3.05, -1.40], [2.34, -2.48, -2.94], [2.96, -3.27, -3.86], [2.72, -3.15, -5.13], [1.47, -3.23, -5.84], [0.24, -3.36, -5.22], [-0.89, -3.58, -6.00], [-0.80, -3.65, -7.38], [0.43, -3.48, -7.99], [1.56, -3.28, -7.23], [2.05, -1.15, -3.38], [2.01, -0.32, -2.51], [1.78, 1.00, -3.03], [2.50, 2.03, -2.47], [2.32, 3.32, -2.93], [1.39, 3.57, -3.94], [0.68, 2.52, -4.52], [0.89, 1.22, -4.08], [3.53, -3.34, -5.69], [0.15, -3.33, -4.14], [-1.85, -3.71, -5.51], [-1.69, -3.84, -7.98], [0.51, -3.52, -9.07], [2.53, -3.16, -7.71], [3.25, 1.81, -1.72], [2.91, 4.13, -2.52], [1.22, 4.58, -4.28], [-0.03, 2.71, -5.31], [0.36, 0.38, -4.51], [5.20, -2.68, 1.45], [5.78, -2.22, 0.18], [5.01, -1.04, -0.40], [5.42, -0.35, -1.29], [3.80, -0.84, 0.17], [5.32, -3.66, 1.60], [3.69, -1.52, 0.86], [5.59, -2.18, 2.24], [5.67, -3.02, -0.56], [6.83, -1.95, 0.24]],
  "mulliken_charge": [-0.1904, -1.8897, 1.8637, -1.6537, -1.6414, -0.4454, -0.2407, -0.0647, 0.0240, -0.2301, -0.3545, -0.2888, -0.4369, -0.1878, 0.6335, -0.1241, 2.1891, -1.6672, -1.7351, -1.6198, 2.0454, -1.6717, -1.6291, -2.0459, 1.0411, -1.1527, -0.6854, 0.3199, 2.4760, -2.3661, -1.4189, -1.7000, 0.4543, 0.3232, 0.2708, 0.4709, 0.3366, 0.3247, 0.4571, 0.2984, 0.3276, 0.4665, 0.3609, 0.1636, 0.2829, 0.4546, 0.3439, 0.3180, 0.3388, 0.4685, 0.1657, 0.5891, 0.0770, 0.3028, 0.4556, 0.3458, 0.3172, 0.3299, 0.4680, 0.3632, 0.4470, 0.3216, 0.3317, 0.3971, 0.4245, 0.4434, 0.2456, 0.5679, 0.0474, 0.3398, 0.2325, 0.4178, -0.4964, 0.7549, -0.9750, 0.4135, 0.8062, -0.0044, -0.5973, -0.5750, -0.5323, -0.5324, -0.6453, 1.1346, 0.1378, -0.3908, -0.6851, -0.6178, -0.6438, -0.1134, 0.2529, 0.3728, 0.3914, 0.3946, 0.3756, 0.3281, 0.3994, 0.4411, 0.4144, 0.4202, 0.5323, -0.5430, -0.6015, 0.5320, -0.6096, 0.0687, 0.2036, 0.0658, 0.1883, 0.2854, 0.4050]
}

***

No. 4
{
  "formula": "C2H25FeO13",
  "method": "ωB97M-V with the def2-TZVPD basis set",
  "homo_energy_ha": [-0.489, -0.489],
  "s_squared": 6.01,
  "largest_force_ev_per_a": 3.2,
  "total_energy_ha": -2332.83522,
  "multiplicity": 5,
  "total_charge": 1,
  "symbols": ["Fe", "C", "C", "O", "O", "H", "H", "H", "O", "H", "H", "O", "H", "H", "O", "H", "H", "O", "H", "H", "O", "H", "H", "O", "H", "H", "O", "H", "H", "O", "H", "H", "O", "H", "H", "O", "H", "H", "O", "H", "H"],
  "coordinates": [[0.85, -1.41, -2.73], [-0.32, 0.93, 0.60], [0.12, 0.13, -0.60], [-0.22, 0.43, -1.75], [0.81, -0.90, -0.52], [0.50, 1.48, 1.07], [-0.90, 0.38, 1.34], [-1.11, 1.64, 0.34], [0.59, -2.84, 1.31], [-0.02, -3.51, 1.00], [0.59, -2.17, 0.62], [1.85, 0.53, 3.97], [2.35, 1.04, 4.60], [2.15, 0.83, 3.11], [-2.06, 2.36, -2.42], [-1.45, 3.10, -2.46], [-1.53, 1.63, -2.12], [-3.18, -0.03, -0.38], [-3.20, -0.69, 0.32], [-3.60, 0.74, 0.01], [2.20, 4.29, 0.15], [2.88, 3.85, 0.66], [1.79, 3.59, -0.36], [-0.04, -0.64, -4.41], [-0.53, 0.19, -4.38], [0.14, -0.78, -5.34], [2.39, 0.18, -2.80], [3.26, 0.34, -3.16], [2.10, 1.03, -2.48], [-0.67, -2.68, -2.08], [-0.95, -2.96, -1.21], [-1.28, -3.10, -2.68], [-3.02, -1.88, 1.81], [-2.42, -1.47, 2.43], [-3.89, -1.71, 2.18], [3.19, 0.61, 1.23], [3.68, 0.01, 1.80], [2.90, 0.06, 0.50], [-1.53, -0.88, 3.96], [-0.83, -0.25, 4.13], [-1.56, -1.44, 4.73]],
  "mulliken_charge": [0.8939, -0.6626, 1.6370, -0.7911, -1.0995, 0.2602, -0.1392, 0.2703, -0.6014, 0.2833, 0.4185, -0.6132, 0.3123, 0.3411, -0.6428, 0.3097, 0.4091, -0.5831, 0.3494, 0.2809, -0.6171, 0.3325, 0.2808, -0.4374, 0.3342, 0.3156, -0.5063, 0.3134, 0.2994, -0.4372, 0.2452, 0.3132, -0.6869, 0.3927, 0.3180, -0.6234, 0.3314, 0.2587, -0.6299, 0.2941, 0.2761]
}

***

No. 5
{
  "formula": "C18H19CoNO2",
  "method": "ωB97M-V with the def2-TZVPD basis set",
  "homo_energy_ha": [-0.299, -0.311],
  "s_squared": 3.76,
  "largest_force_ev_per_a": 3.2,
  "total_energy_ha": -2285.23444,
  "multiplicity": 4,
  "symbols": ["C", "C", "C", "H", "C", "H", "H", "H", "C", "H", "H", "C", "H", "H", "C", "H", "H", "C", "H", "H", "Co", "H", "O", "C", "O", "C", "C", "C", "C", "C", "C", "C", "C", "C", "N", "H", "H", "H", "H", "H", "H"],
  "coordinates": [[-1.38, -0.87, -2.41], [1.42, 0.02, -3.04], [-1.75, 0.40, -2.66], [-1.88, -1.41, -1.59], [1.15, 1.31, -2.81], [2.24, -0.46, -2.50], [-2.48, 0.87, -2.00], [1.82, 1.90, -2.17], [-1.27, 1.29, -3.76], [-2.05, 2.05, -3.92], [-1.18, 0.76, -4.72], [-0.44, -1.69, -3.22], [-0.98, -2.29, -3.98], [0.06, -2.41, -2.55], [0.69, -0.90, -3.95], [0.29, -0.38, -4.83], [1.42, -1.65, -4.32], [0.04, 2.07, -3.46], [0.39, 2.53, -4.41], [-0.23, 2.91, -2.80], [-0.40, 0.15, 0.21], [-1.84, 0.72, 0.24], [3.27, -1.30, 0.20], [2.12, -0.93, 0.44], [1.21, -0.57, -0.45], [1.61, -0.81, 1.82], [2.30, -1.18, 2.98], [1.70, -0.99, 4.21], [0.42, -0.40, 4.30], [-0.21, -0.11, 5.53], [-1.45, 0.51, 5.58], [-2.08, 0.88, 4.37], [-1.49, 0.61, 3.14], [-0.26, -0.04, 3.08], [0.36, -0.26, 1.87], [3.28, -1.61, 2.86], [2.21, -1.27, 5.13], [0.32, -0.41, 6.44], [-1.92, 0.71, 6.54], [-3.04, 1.38, 4.39], [-1.98, 0.89, 2.20]],
  "mulliken_charge": [-0.7548, -0.0306, -0.1072, 0.4871, -0.5738, 0.4095, 0.4429, 0.4188, -0.8333, 0.3903, 0.3282, -0.4804, 0.3848, 0.2793, -0.9954, 0.3207, 0.3597, -0.6665, 0.2887, 0.3440, -0.1708, 0.1946, -0.6752, 0.3109, -0.3615, 0.6230, -0.5207, -0.5124, 1.0720, -0.7954, -0.5698, -0.6228, -0.0596, 0.8360, -0.7757, 0.4979, 0.4056, 0.3421, 0.3682, 0.4321, -0.0306]
}

***

No. 6
{
  "formula": "C40H34BrFIrN5O5",
  "method": "ωB97M-V with the def2-TZVPD basis set",
  "homo_energy_ha": [-0.249, -0.313],
  "s_squared": 6.12,
  "de_lowest_kcal_mol": 12.22,
  "largest_force_ev_per_a": 1.8,
  "total_energy_ha": -4972.71091,
  "multiplicity": 5,
  "symbols": ["Ir", "C", "C", "C", "C", "C", "C", "C", "C", "C", "C", "C", "C", "N", "C", "C", "C", "C", "C", "C", "F", "H", "H", "H", "H", "H", "H", "H", "H", "H", "H", "H", "H", "H", "H", "H", "H", "H", "H", "H", "H", "H", "Br", "C", "C", "C", "C", "C", "C", "N", "N", "C", "C", "C", "C", "O", "C", "N", "C", "C", "C", "C", "H", "H", "H", "H", "H", "H", "H", "H", "H", "O", "C", "O", "C", "C", "C", "C", "C", "C", "N", "O", "O", "H", "H", "H", "H"],
  "coordinates": [[0.22, 0.28, 0.14], [-2.72, 2.59, 4.08], [-1.87, 1.31, 3.98], [-2.23, 0.38, 5.15], [-0.39, 1.61, 3.97], [0.12, 2.56, 4.85], [1.46, 2.90, 4.86], [2.33, 2.27, 3.99], [1.88, 1.31, 3.10], [2.85, 0.62, 2.17], [4.17, 0.28, 2.85], [3.08, 1.50, 0.93], [0.50, 1.00, 3.06], [0.02, 0.12, 2.08], [-0.58, -1.05, 2.48], [-0.19, -1.75, 3.63], [-0.76, -2.96, 3.94], [-1.75, -3.51, 3.15], [-2.18, -2.84, 2.01], [-1.59, -1.64, 1.70], [-2.05, -0.95, 0.61], [-3.76, 2.36, 3.86], [-2.38, 3.35, 3.39], [-2.69, 3.01, 5.09], [-2.13, 0.82, 3.04], [-2.03, 0.87, 6.10], [-1.65, -0.53, 5.10], [-3.28, 0.12, 5.10], [-0.55, 3.06, 5.54], [1.82, 3.66, 5.54], [3.37, 2.52, 4.02], [2.40, -0.32, 1.83], [4.79, 1.17, 2.98], [4.73, -0.42, 2.23], [4.00, -0.17, 3.82], [3.44, 2.48, 1.23], [2.13, 1.63, 0.38], [3.78, 1.02, 0.26], [0.60, -1.33, 4.24], [-0.43, -3.50, 4.82], [-2.20, -4.46, 3.40], [-2.95, -3.23, 1.37], [1.31, 9.15, -0.50], [0.07, 8.11, -1.50], [0.50, 6.91, -2.07], [-0.39, 6.14, -2.76], [-1.74, 6.54, -2.89], [-2.14, 7.78, -2.33], [-1.24, 8.54, -1.64], [-2.68, 5.76, -3.46], [-2.43, 4.61, -3.94], [-1.95, 3.52, -3.39], [-1.49, 2.48, -4.24], [-0.78, 1.41, -3.77], [-0.49, 1.29, -2.39], [0.20, 0.31, -1.91], [-1.02, 2.27, -1.50], [-0.75, 2.07, -0.17], [-1.27, 2.91, 0.71], [-2.13, 3.94, 0.35], [-2.40, 4.16, -0.99], [-1.80, 3.35, -1.95], [1.53, 6.60, -1.95], [-0.06, 5.23, -3.24], [-3.17, 8.08, -2.45], [-1.54, 9.48, -1.20], [-1.68, 2.60, -5.30], [-0.40, 0.65, -4.43], [-1.01, 2.74, 1.75], [-2.57, 4.56, 1.11], [-3.09, 4.94, -1.28], [2.64, -1.00, -1.02], [1.77, -1.83, -0.78], [0.83, -1.66, 0.08], [1.70, -3.15, -1.51], [0.44, -3.71, -1.70], [0.30, -4.88, -2.41], [1.44, -5.49, -2.93], [2.70, -4.94, -2.74], [2.83, -3.76, -2.03], [1.29, -6.71, -3.69], [0.17, -7.15, -3.82], [2.29, -7.21, -4.16], [-0.42, -3.21, -1.29], [-0.66, -5.34, -2.59], [3.57, -5.44, -3.15], [3.79, -3.31, -1.87]],
  "mulliken_charge": [1.1093, -1.8201, 1.0471, -1.5571, 1.2632, -0.5748, -1.5646, -0.6964, 0.8763, 0.8438, -1.9206, -1.0751, -1.5518, 1.1775, 1.0020, -1.0107, -0.7222, -0.6852, -0.5916, 0.2476, -0.3805, 0.4267, 0.4259, 0.4398, 0.1425, 0.3859, 0.2221, 0.4429, 0.4007, 0.3888, 0.3772, -0.0016, 0.3765, 0.4566, 0.4012, 0.3841, 0.0755, 0.4078, 0.5725, 0.4541, 0.4319, 0.5308, -0.1920, 0.1542, -0.7166, -0.1472, 0.1042, -0.2199, -0.4082, -0.8864, -0.2124, 0.0541, -0.5757, -1.0173, 0.9368, -0.5464, 0.6405, -0.3462, 0.3330, -1.4511, -0.5519, 0.0294, 0.4345, 0.4919, 0.4607, 0.4134, 0.4431, 0.5079, 0.4821, 0.4936, 0.7629, -0.5547, 0.8348, -0.7588, 0.0439, -0.4703, -0.5280, -0.0240, -0.5433, -0.3222, 1.0045, -0.6145, -0.6176, 0.4405, 0.4851, 0.4792, 0.5165]
}